No. 1
DFT (ωB97M-V/def2-TZVPD) results for a gas-phase ion, C3H3N2OS (charge -1) at a distorted geometry.

The energy relative to the best compared isomer or geometry (same formula, charge and spin) comes out at 1.334 eV. As for the LUMO energy: 3.727 eV. As for the electronic energy: -699.03074 a.u.

Structure (ORCA input):
```
! wB97M-V def2-TZVPD RIJCOSX def2/J DEFGRID3
* xyz -1 1
N -3.240 -0.682 0.615
C -2.168 -0.417 0.240
N -0.961 -0.014 -0.222
C 0.156 -0.603 0.411
O 0.590 -1.794 -0.049
C 1.261 -0.637 -0.473
S 2.811 -0.302 0.249
H -0.873 0.184 -1.238
H 0.233 -0.193 1.438
H 0.907 -0.266 -1.424
*
```

No. 2
DFT (ωB97M-V/def2-TZVPD) results for a gas-phase ion, HN3O3 (charge -2) at a distorted geometry.

The energy relative to the best compared isomer or geometry (same formula, charge and spin) comes out at 0.572 eV. As for the LUMO energy: 7.876 eV. As for the electronic energy: -390.30576 a.u.

Structure (ORCA input):
```
! wB97M-V def2-TZVPD RIJCOSX def2/J DEFGRID3
* xyz -2 1
O 0.849 -0.404 2.305
N -0.061 -0.185 1.119
N 0.249 -0.723 -0.090
N -0.141 -0.051 -1.098
O -0.647 1.139 -1.011
O -0.064 -0.610 -2.257
H -0.185 0.834 1.033
*
```

No. 3
DFT (ωB97M-V/def2-TZVPD) results for a molecular structure, C4H7NO2 at a distorted geometry.

The energy relative to the best compared isomer or geometry (same formula, charge and spin) comes out at 5.167 eV. As for the LUMO energy: -0.025 eV. As for the electronic energy: -361.69099 a.u.

Structure (ORCA input):
```
! wB97M-V def2-TZVPD RIJCOSX def2/J DEFGRID3
* xyz 0 1
C 0.637 -0.782 -1.710
N 0.040 0.623 1.461
C -0.020 0.833 0.117
C -0.250 -0.520 -0.529
C -1.222 -1.330 -0.113
O 0.543 2.093 2.209
O 0.077 1.871 -0.504
H -0.154 2.114 2.885
H 1.002 0.973 2.091
H 1.685 -0.836 -1.404
H 0.369 -1.718 -2.199
H 0.552 0.037 -2.427
H -1.841 -1.089 0.740
H -1.417 -2.269 -0.617
*
```

No. 4
DFT (ωB97M-V/def2-TZVPD) results for C2H5NO2 in the gas phase at a distorted geometry.

The energy relative to the best compared isomer or geometry (same formula, charge and spin) comes out at 4.233 eV. As for the LUMO energy: 0.733 eV. As for the electronic energy: -284.31182 a.u.

Structure (ORCA input):
```
! wB97M-V def2-TZVPD RIJCOSX def2/J DEFGRID3
* xyz 0 1
C 0.780 -1.125 0.034
N -0.184 -0.039 -0.261
O -1.612 -0.289 -0.314
C 0.015 1.419 0.049
O -1.009 2.027 -0.218
H 1.057 -1.909 -0.824
H 0.335 -1.756 0.850
H 1.669 -0.858 0.617
H -1.998 0.803 -0.142
H 0.947 1.727 0.210
*
```

Number 1: Kohn-Sham gap 6.7 eV. Number 2: Kohn-Sham gap 5.3 eV. Number 3: Kohn-Sham gap 9.8 eV. Number 4: Kohn-Sham gap 9.5 eV.